(1)
{
  "formula": "C8H16N3O4RuS5Sb",
  "method": "ωB97M-V/def2-TZVPD",
  "multiplicity": 6,
  "homo_energy_ha": [-0.149, -0.154],
  "homo_lumo_gap_ha": [0.2343, 0.2191],
  "total_charge": -1,
  "elements": ["Ru", "C", "N", "C", "C", "O", "C", "O", "C", "C", "O", "N", "C", "C", "H", "H", "H", "H", "H", "H", "H", "H", "H", "H", "H", "H", "H", "H", "H", "H", "S", "Sb", "S", "S", "S", "O", "S", "N"],
  "positions_angstrom": [[-0.951, -0.865, -1.935], [-2.023, -2.500, 2.524], [-0.654, -2.118, 2.213], [0.362, -2.506, 3.174], [-0.354, -1.735, 0.957], [-1.237, -1.658, 0.101], [1.113, -1.487, 0.654], [1.282, -0.883, -0.599], [1.895, 0.384, -0.620], [0.988, 1.428, 0.031], [0.130, 1.034, 0.816], [1.210, 2.720, -0.256], [0.247, 3.723, 0.188], [2.102, 3.111, -1.334], [-2.288, -2.110, 3.507], [-2.130, -3.589, 2.529], [-2.688, -2.084, 1.776], [-0.100, -2.556, 4.158], [1.166, -1.775, 3.227], [0.788, -3.486, 2.940], [1.584, -2.474, 0.627], [1.565, -0.884, 1.443], [2.058, 0.603, -1.673], [2.865, 0.369, -0.108], [-0.453, 3.263, 0.876], [-0.327, 4.098, -0.661], [0.771, 4.548, 0.675], [1.648, 2.927, -2.312], [3.056, 2.587, -1.271], [2.303, 4.177, -1.242], [-5.058, 2.770, -3.574], [-2.836, 1.890, -3.742], [-2.873, 0.258, -1.829], [-0.151, 0.199, -3.600], [-2.297, 3.945, -2.861], [0.234, -4.325, -0.512], [-0.410, -4.161, -1.833], [-0.535, -2.834, -2.454]],
  "lowdin_charge": [0.5874, -0.0213, -0.1206, -0.0379, -0.4251, -0.1374, -0.1428, -0.1915, -0.1426, -0.4379, 0.0500, -0.1313, -0.0310, -0.0476, 0.0884, 0.0982, 0.0918, 0.0871, 0.0845, 0.1009, 0.1305, 0.1220, 0.0828, 0.1406, 0.0857, 0.0393, 0.0854, 0.0935, 0.0843, 0.0890, -0.2768, 0.0259, -0.1361, -0.0798, -0.3055, -0.5990, 0.6740, -0.5768]
}

(2)
{
  "formula": "C8H16NO",
  "method": "ωB97M-V/def2-TZVPD",
  "relative_energy_kcal_mol": 63.5,
  "smiles": "C=C[N@@H+](C)CC(C)(C)C=O",
  "homo_energy_ha": -0.526,
  "homo_lumo_gap_ha": 0.4028,
  "total_charge": 1,
  "elements": ["C", "C", "N", "C", "C", "C", "C", "C", "C", "O", "H", "H", "H", "H", "H", "H", "H", "H", "H", "H", "H", "H", "H", "H", "H", "H"],
  "positions_angstrom": [[3.371, -0.792, -0.507], [2.045, -0.937, -0.373], [1.075, -0.033, 0.299], [1.867, 1.084, 0.868], [-0.112, 0.380, -0.637], [-1.357, -0.307, -0.083], [-2.433, -0.273, -1.102], [-1.863, 0.485, 1.141], [-1.130, -1.714, 0.534], [-0.367, -2.022, 1.426], [4.038, -0.203, 0.036], [3.845, -1.534, -1.119], [1.486, -1.921, -0.514], [0.570, -0.588, 0.995], [1.092, 1.584, 1.601], [2.708, 0.580, 1.348], [2.298, 1.726, 0.092], [0.204, -0.062, -1.607], [-0.253, 1.461, -0.776], [-3.374, -0.579, -0.697], [-2.229, -1.066, -1.845], [-2.651, 0.719, -1.452], [-2.372, 1.467, 0.785], [-1.038, 0.704, 1.867], [-2.670, -0.146, 1.675], [-1.815, -2.419, 0.160]],
  "lowdin_charge": [0.0974, -0.1027, -0.1450, 0.0042, -0.0239, -0.5376, -0.0478, -0.0265, -0.1472, 0.0865, 0.0608, 0.0818, 0.1545, 0.0974, 0.1477, 0.0923, 0.1167, 0.1449, 0.1529, 0.0926, 0.1154, 0.1015, 0.1339, 0.0891, 0.1319, 0.1294]
}

(3)
{
  "formula": "C8H16O",
  "method": "ωB97M-V/def2-TZVPD",
  "relative_energy_kcal_mol": 39.5,
  "smiles": "C[C@H]1[C@H](C)[C@H]1C.C=CO",
  "homo_energy_ha": -0.334,
  "homo_lumo_gap_ha": 0.3637,
  "elements": ["C", "C", "C", "C", "C", "C", "H", "H", "H", "H", "H", "H", "H", "H", "H", "H", "H", "H", "C", "C", "O", "H", "H", "H", "H"],
  "positions_angstrom": [[-0.074, -1.579, 1.247], [-0.216, -0.625, 0.086], [-0.907, -1.030, -1.188], [-0.342, -0.647, -2.533], [-1.537, 0.006, -0.292], [-2.813, -0.279, 0.466], [-0.931, -2.273, 1.321], [0.000, -1.043, 2.207], [0.832, -2.198, 1.142], [0.629, 0.019, -0.056], [-1.384, -2.014, -1.161], [-1.121, -0.618, -3.309], [0.125, 0.353, -2.493], [0.433, -1.354, -2.861], [-1.463, 1.030, -0.657], [-3.693, -0.050, -0.151], [-2.879, 0.324, 1.380], [-2.888, -1.334, 0.755], [2.680, 2.938, 0.854], [2.613, 1.635, 1.084], [2.416, 0.725, 0.085], [2.836, 3.630, 1.675], [2.579, 3.339, -0.154], [2.714, 1.208, 2.090], [2.393, -0.162, 0.461]],
  "lowdin_charge": [-0.0665, -0.2863, -0.2822, -0.0707, -0.2691, -0.0721, 0.0747, 0.0796, 0.0756, 0.0832, 0.1409, 0.0746, 0.0831, 0.0743, 0.1362, 0.0764, 0.0768, 0.0684, 0.0049, -0.2788, -0.0409, 0.0507, 0.0628, 0.1169, 0.0874]
}

(4)
{
  "formula": "C8H16O",
  "method": "ωB97M-V/def2-TZVPD",
  "relative_energy_kcal_mol": 142.4,
  "homo_energy_ha": [-0.245, -0.229],
  "homo_lumo_gap_ha": [0.2703, 0.2463],
  "elements": ["C", "C", "C", "C", "C", "C", "C", "C", "O", "H", "H", "H", "H", "H", "H", "H", "H", "H", "H", "H", "H", "H", "H", "H", "H"],
  "positions_angstrom": [[0.195, 0.563, 0.146], [-0.337, -0.515, -0.504], [-2.124, 0.730, -0.234], [0.311, 0.589, 1.634], [0.742, 1.734, -0.605], [-3.073, -0.222, 0.444], [1.932, -1.233, -0.357], [2.692, -1.438, -1.435], [2.179, -1.825, 0.857], [2.965, -2.401, 0.811], [-0.674, -1.380, 0.046], [-0.338, -0.570, -1.581], [-1.989, 1.671, 0.295], [-2.302, 0.906, -1.291], [0.614, 1.626, -1.681], [-0.354, -0.132, 2.108], [1.335, 0.308, 1.890], [0.114, 1.587, 2.029], [1.808, 1.815, -0.389], [0.261, 2.657, -0.273], [2.463, -0.953, -2.376], [3.571, -2.092, -1.426], [-4.074, 0.212, 0.559], [-3.188, -1.152, -0.118], [-2.729, -0.485, 1.449]],
  "lowdin_charge": [-0.4176, -0.0198, -0.1196, -0.0306, -0.0343, -0.1684, -0.3125, -0.0640, -0.0725, 0.0871, 0.1040, 0.1036, 0.0653, 0.0694, 0.0920, 0.0891, 0.0921, 0.0924, 0.0982, 0.0897, 0.0199, 0.0331, 0.0695, 0.0692, 0.0645]
}

(5)
{
  "formula": "C8H16O2",
  "method": "ωB97M-V/def2-TZVPD",
  "relative_energy_kcal_mol": 35.4,
  "smiles": "C=C[C@H](O)[C@@](C)(O)C(C)C",
  "homo_energy_ha": -0.356,
  "homo_lumo_gap_ha": 0.3870,
  "elements": ["C", "C", "C", "O", "C", "C", "O", "C", "C", "C", "H", "H", "H", "H", "H", "H", "H", "H", "H", "H", "H", "H", "H", "H", "H", "H"],
  "positions_angstrom": [[-3.293, 0.313, -0.851], [-2.457, 0.187, 0.161], [-1.175, -0.592, 0.115], [-1.191, -1.581, 1.129], [0.095, 0.328, 0.261], [-0.180, 1.702, -0.351], [0.352, 0.540, 1.636], [1.310, -0.344, -0.438], [2.550, 0.552, -0.401], [1.664, -1.699, 0.183], [-3.088, -0.128, -1.812], [-4.213, 0.866, -0.765], [-2.683, 0.628, 1.125], [-1.111, -1.139, -0.829], [-1.388, -1.132, 1.962], [-1.041, 2.157, 0.128], [-0.374, 1.609, -1.416], [0.673, 2.352, -0.188], [0.639, -0.305, 2.005], [1.023, -0.507, -1.482], [2.459, 1.390, -1.086], [3.428, -0.022, -0.689], [2.704, 0.936, 0.605], [2.382, -2.213, -0.453], [0.789, -2.332, 0.291], [2.127, -1.568, 1.160]],
  "lowdin_charge": [0.0263, -0.1446, -0.3201, -0.0298, -0.4946, -0.0102, 0.0027, -0.3524, -0.0686, -0.0602, 0.0626, 0.0557, 0.1200, 0.1538, 0.0978, 0.0808, 0.1000, 0.0808, 0.0895, 0.1399, 0.0715, 0.0767, 0.0864, 0.0815, 0.0696, 0.0849]
}

(6)
{
  "formula": "C8H16O2",
  "method": "ωB97M-V/def2-TZVPD",
  "relative_energy_kcal_mol": 14.1,
  "homo_energy_ha": -0.654,
  "homo_lumo_gap_ha": 0.2400,
  "total_charge": 2,
  "elements": ["C", "C", "C", "C", "C", "C", "C", "C", "O", "O", "H", "H", "H", "H", "H", "H", "H", "H", "H", "H", "H", "H", "H", "H", "H", "H"],
  "positions_angstrom": [[-1.359, 0.970, -0.205], [-1.571, -0.369, 0.215], [0.527, 0.984, 1.213], [0.970, -0.397, 0.656], [-2.674, -1.227, -0.498], [-0.338, -1.187, 0.276], [0.360, 2.646, -0.603], [2.722, -1.416, -0.491], [-0.266, 1.552, 0.190], [1.761, -0.318, -0.463], [-2.089, 1.546, -0.757], [-0.228, 0.958, 1.968], [1.475, 1.521, 1.361], [1.549, -0.997, 1.529], [-2.064, -1.741, -1.304], [-3.563, -0.727, -0.859], [-3.178, -1.878, 0.111], [-2.022, -0.332, 1.235], [-0.530, -2.189, 0.876], [-0.008, -1.621, -0.665], [-0.451, 3.081, -1.371], [0.749, 3.503, 0.142], [1.339, 2.365, -0.977], [3.511, -1.098, 0.335], [2.110, -2.275, -0.385], [3.266, -1.355, -1.531]],
  "lowdin_charge": [0.2016, -0.2815, 0.0390, -0.3256, 0.0363, -0.0767, 0.1434, -0.0013, -0.1008, -0.1896, 0.2083, 0.1688, 0.1869, 0.2183, 0.1362, 0.1067, 0.0740, 0.2342, 0.2053, 0.1341, 0.1932, 0.1889, 0.1243, 0.1518, 0.0750, 0.1492]
}